1.
An isolated ion of composition C4H6ClN2O and charge +1. Source: OMol25; level of theory: ωB97M-V with the def2-TZVPD basis set.

For the HOMO-LUMO gap, the calculation gives 9.152 eV. Its total charge is +1. Its SMILES is O[C@]1(Cl)CC=NC=[NH+]1. For the LUMO energy, the calculation gives -5.96 eV. As for the spin multiplicity: 1. Its energy relative to the best compared isomer or geometry (same formula, charge and spin) is 31.0 kcal/mol. The calculation puts the molar mass at 133.56 g mol⁻¹.

Positions of all 14 atoms, in Å:
O 1.172 -0.346 -1.565
C 1.020 0.122 -0.325
Cl 2.563 0.228 0.606
C -0.017 -0.974 0.736
C -1.349 -0.556 0.373
N -1.640 0.696 0.357
C -0.794 1.661 0.169
N 0.405 1.416 -0.356
H 1.876 -1.007 -1.658
H 0.301 -0.680 1.730
H 0.230 -2.006 0.519
H -2.108 -1.254 0.043
H -1.122 2.682 0.314
H 0.861 2.106 -0.946

Atomic partial charges in e from the Löwdin method, atoms 1 to 4:
1. O 0.048
2. C -0.795
3. Cl 0.733
4. C -0.008

***

2.
An isolated ion of composition C4H6ClN2O2S and charge +1. Source: OMol25; level of theory: ωB97M-V with the def2-TZVPD basis set.

For the HOMO-LUMO gap (spin up / spin down), the calculation gives 8.213 / 8.214 eV. Its total charge is +1. For the LUMO energy (spin up / spin down), the calculation gives -6.03 / -6.03 eV. As for the spin multiplicity: 1. Its energy relative to the best compared isomer or geometry (same formula, charge and spin) is 82.5 kcal/mol. The calculation puts the molar mass at 181.62 g mol⁻¹.

Positions of all 16 atoms, in Å:
C -0.869 -1.816 0.371
C 0.138 -1.037 0.747
C -1.522 -0.293 -1.167
C 0.598 1.279 1.339
N -1.827 -1.228 -0.435
N 0.176 0.320 0.364
O 0.893 2.038 -1.556
O -0.407 -0.096 -1.952
S 0.826 0.670 -1.236
Cl 2.459 -0.416 -1.776
H -1.110 -2.833 0.699
H 0.817 -1.330 1.470
H -2.302 0.294 -1.672
H -0.183 2.090 1.476
H 0.767 0.759 2.303
H 1.546 1.598 1.026

Atomic partial charges in e from the Löwdin method, atoms 1 to 4:
1. C -0.024
2. C -0.117
3. C -0.233
4. C -0.048

***

3.
An isolated ion of composition C4H6ClN2O2S and charge +1. Source: OMol25; level of theory: ωB97M-V with the def2-TZVPD basis set.

For the HOMO-LUMO gap (spin up / spin down), the calculation gives 6.841 / 6.870 eV. Its total charge is +1. For the LUMO energy (spin up / spin down), the calculation gives -6.58 / -6.47 eV. As for the spin multiplicity: 1. Its energy relative to the best compared isomer or geometry (same formula, charge and spin) is 142.3 kcal/mol. The calculation puts the molar mass at 181.62 g mol⁻¹.

Positions of all 16 atoms, in Å:
C 1.244 -1.573 -0.646
C -0.512 0.257 -0.316
C 0.427 0.405 1.859
C -1.365 1.812 1.200
N -0.417 0.783 0.917
N 0.231 -0.720 -0.990
O 1.196 -2.250 -3.315
O 3.023 -3.120 -1.916
S 1.981 -2.194 -2.061
Cl -1.946 0.700 -1.277
H 0.464 0.848 2.856
H 1.027 -0.458 1.844
H -2.075 2.041 0.358
H -2.061 1.586 2.077
H -0.928 2.734 1.312
H -0.290 -0.852 -1.901

Atomic partial charges in e from the Löwdin method, atoms 1 to 4:
1. C -0.163
2. C -0.496
3. C 0.194
4. C -0.062

***

4.
A 2-piece molecular cluster, C4H6ClN3 overall. Source: OMol25; level of theory: ωB97M-V with the def2-TZVPD basis set.

For the HOMO-LUMO gap, the calculation gives 8.102 eV. Its total charge is 0. Its SMILES is C=C1C=NN=C1N.Cl. For the LUMO energy, the calculation gives -0.85 eV. As for the spin multiplicity: 1. Its energy relative to the best compared isomer or geometry (same formula, charge and spin) is 51.3 kcal/mol. The calculation puts the molar mass at 131.57 g mol⁻¹.

Positions of all 14 atoms, in Å:
C 1.954 -1.129 -0.093
C 0.744 -0.580 -0.036
C -0.589 -1.184 0.018
N -1.497 -0.273 0.040
N -0.926 0.982 0.032
C 0.369 0.857 -0.019
N 1.211 1.901 -0.073
H 2.089 -2.197 -0.075
H 2.849 -0.532 -0.161
H -0.821 -2.230 0.018
H 2.199 1.765 0.037
H 0.817 2.815 0.064
Cl -4.849 -0.096 0.147
H -3.551 -0.100 0.102

Atomic partial charges in e from the Löwdin method, atoms 1 to 4:
1. C 0.131
2. C -0.205
3. C -0.112
4. N -0.009

***

5.
A single C4H6ClNO molecule. Source: OMol25; level of theory: ωB97M-V with the def2-TZVPD basis set.

For the HOMO-LUMO gap, the calculation gives 9.937 eV. Its total charge is 0. Its SMILES is O=CC1(Cl)CNC1. For the LUMO energy, the calculation gives 0.42 eV. As for the spin multiplicity: 1. Its energy relative to the best compared isomer or geometry (same formula, charge and spin) is 50.1 kcal/mol. The calculation puts the molar mass at 119.55 g mol⁻¹.

Positions of all 13 atoms, in Å:
O -1.702 -1.657 -0.094
C -0.472 -1.710 0.018
C 0.412 -0.470 -0.009
Cl 2.070 -1.007 -0.042
C 0.064 0.598 1.081
N 0.157 1.650 0.005
C 0.095 0.652 -1.047
H 0.075 -2.662 0.234
H 0.877 0.641 1.838
H -0.954 0.378 1.481
H -0.610 2.307 -0.087
H 0.879 0.650 -1.823
H -0.891 0.629 -1.556

Atomic partial charges in e from the Löwdin method, atoms 1 to 4:
1. O 0.038
2. C -0.241
3. C -0.783
4. Cl 0.702

***

6.
A single C4H6ClNO molecule. Source: OMol25; level of theory: ωB97M-V with the def2-TZVPD basis set.

For the HOMO-LUMO gap, the calculation gives 8.910 eV. Its total charge is 0. Its SMILES is O=CC1(Cl)CNC1. For the LUMO energy, the calculation gives 0.01 eV. As for the spin multiplicity: 1. Its energy relative to the best compared isomer or geometry (same formula, charge and spin) is 113.7 kcal/mol. The calculation puts the molar mass at 119.55 g mol⁻¹.

Positions of all 13 atoms, in Å:
O 0.030 2.272 -0.842
C -0.074 1.539 0.227
C 0.023 0.033 0.047
Cl -0.615 -0.482 1.561
C -0.631 -0.576 -1.203
N 0.541 -1.614 -1.163
C 1.476 -0.512 -0.429
H -0.451 1.979 1.080
H -1.655 -0.996 -0.913
H -0.610 0.366 -2.028
H 0.143 -2.518 -0.647
H 1.750 0.365 -1.186
H 2.489 -0.784 0.186

Atomic partial charges in e from the Löwdin method, atoms 1 to 4:
1. O -0.024
2. C -0.203
3. C -0.891
4. Cl 0.712